A molecular structure, C33H45Cl2HfO2P3 in a non-equilibrium geometry, computed with ωB97M-V/def2-TZVPD.

```
86
Properties=species:S:1:pos:R:3:forces:R:3:mulliken_charge:R:1
P -0.869 4.007 -2.478 -0.194 -1.501 1.323 1.42
C -2.514 4.646 -2.402 -0.682 0.623 -0.181 0.62
C -2.738 5.996 -2.090 -0.100 -0.022 -0.170 -0.02
H -1.899 6.625 -1.779 -0.366 -0.129 -0.187 0.38
C -4.024 6.526 -2.202 0.053 -0.137 0.095 -0.70
H -4.184 7.584 -1.976 -0.043 -0.440 -0.104 0.43
C -5.080 5.702 -2.605 0.110 0.013 -0.015 -0.47
H -6.080 6.129 -2.709 0.312 -0.189 0.037 0.41
C -4.868 4.341 -2.873 0.124 0.194 0.139 -0.74
H -5.703 3.707 -3.174 0.262 0.178 0.124 0.42
C -3.586 3.808 -2.756 0.067 0.172 -0.032 -0.56
H -3.401 2.746 -2.943 -0.152 0.303 -0.047 0.34
C 0.252 5.111 -1.621 0.627 0.436 0.064 -0.03
C 0.027 5.357 -0.250 0.384 0.012 -0.375 -0.57
H -0.885 5.001 0.220 0.122 0.005 -0.086 0.79
C 0.972 6.059 0.493 0.079 0.078 -0.061 -0.82
H 0.806 6.232 1.559 0.036 -0.011 -0.369 0.47
C 2.127 6.556 -0.127 -0.248 -0.284 -0.303 -0.66
H 2.860 7.110 0.448 -0.087 -0.015 -0.018 0.50
C 2.331 6.354 -1.496 0.099 0.007 0.017 -0.69
H 3.215 6.763 -1.996 -0.329 -0.117 0.263 0.45
C 1.409 5.626 -2.248 -0.555 -0.129 0.527 -0.60
H 1.565 5.464 -3.310 0.038 0.025 0.139 0.38
C -0.303 3.799 -4.173 0.042 -0.053 -0.575 0.17
C -0.498 4.864 -5.068 0.008 0.116 0.203 -0.34
H -1.042 5.755 -4.727 0.268 -0.325 -0.209 0.46
C -0.001 4.797 -6.367 -0.100 0.068 0.056 -0.65
H -0.141 5.653 -7.038 0.070 -0.455 0.241 0.42
C 0.665 3.647 -6.797 0.056 -0.082 0.107 -0.57
H 1.052 3.601 -7.818 -0.129 -0.046 0.380 0.41
C 0.824 2.556 -5.931 -0.173 0.340 0.091 -0.76
H 1.322 1.655 -6.283 -0.148 0.179 0.096 0.46
C 0.334 2.627 -4.620 -0.053 0.221 -0.225 -0.62
H 0.404 1.754 -3.969 0.087 0.190 -0.119 0.75
Hf -0.286 0.250 -0.241 1.716 -4.985 2.125 -0.97
C 2.077 0.585 0.435 -0.312 0.018 0.176 -1.24
C 2.864 1.515 -0.127 0.342 0.151 -0.201 0.40
H 2.478 -0.138 1.166 0.057 0.543 -0.115 0.25
C 2.213 2.401 -1.202 1.464 0.403 0.354 2.60
O 2.989 2.258 -2.436 -1.394 0.157 0.523 -0.76
H 2.450 2.608 -3.169 0.291 0.011 0.189 0.27
C 0.841 1.872 -1.315 -1.694 -0.831 0.165 0.54
H 2.247 3.471 -0.878 -0.213 -0.576 -0.348 -1.09
C -0.456 1.992 -1.355 2.515 7.046 -4.661 -0.20
Cl 0.266 -1.744 1.011 -0.232 -0.232 0.260 -0.40
Cl -2.669 -0.023 -0.425 -0.363 0.075 0.090 -0.40
P -0.733 1.460 2.077 -0.333 -0.181 1.050 1.14
C -1.668 0.316 3.151 -0.049 -0.088 -0.062 -1.35
H -1.005 -0.479 3.510 -0.152 0.160 -0.093 0.38
H -2.481 -0.143 2.577 0.139 0.101 0.171 0.35
H -2.082 0.877 3.998 0.101 -0.181 -0.125 0.49
C 0.679 1.918 3.118 0.288 0.116 0.004 -1.28
H 1.247 2.719 2.629 -0.096 -0.108 0.131 0.19
H 1.341 1.051 3.231 -0.157 0.144 0.046 0.32
H 0.335 2.255 4.105 0.101 -0.081 -0.220 0.53
C -1.774 2.939 2.088 -0.242 0.292 -0.081 -1.21
H -2.540 2.854 1.309 0.069 0.064 0.186 0.31
H -1.167 3.831 1.901 -0.141 -0.183 0.076 0.14
H -2.259 3.025 3.069 0.103 0.113 -0.259 0.62
P 4.625 1.849 0.247 -1.808 -0.273 -0.650 1.39
C 5.151 0.759 1.557 0.304 0.081 0.255 -1.26
C 4.703 3.575 0.737 0.368 0.051 0.233 -1.18
H 4.866 -0.275 1.324 0.103 0.281 0.035 0.41
H 4.696 1.068 2.510 0.139 -0.142 -0.322 0.39
H 6.244 0.838 1.629 -0.245 -0.137 0.123 0.43
H 4.315 4.220 -0.064 0.149 -0.223 0.177 0.24
H 5.753 3.823 0.940 -0.275 0.157 -0.002 0.49
H 4.102 3.720 1.647 0.213 -0.038 -0.271 0.38
C 5.578 1.588 -1.247 0.454 -0.042 0.106 -1.28
H 5.423 0.556 -1.595 0.075 0.311 0.119 0.40
H 6.638 1.752 -1.014 -0.175 -0.070 -0.209 0.49
H 5.231 2.281 -2.022 0.153 -0.194 0.256 0.35
H -1.209 1.460 -1.903 -0.604 -0.788 0.285 0.51
C 1.614 -2.755 -2.929 -0.136 0.369 -0.548 -0.67
C 0.246 -3.348 -2.581 -0.023 0.077 0.683 -0.68
C -0.661 -2.152 -2.335 0.077 0.030 -0.158 -0.50
O 0.239 -1.038 -1.955 0.077 -0.341 -0.384 -0.17
C 1.638 -1.354 -2.324 -0.196 -0.030 0.447 -0.06
H 2.432 -3.354 -2.546 0.051 -0.084 0.015 0.37
H 1.731 -2.670 -4.011 0.013 -0.117 0.059 0.33
H 0.312 -3.942 -1.665 0.004 0.058 -0.119 0.28
H -0.148 -3.984 -3.368 0.002 -0.029 -0.066 0.39
H -1.184 -1.826 -3.238 0.002 -0.037 0.131 0.29
H -1.373 -2.295 -1.513 0.221 0.020 -0.275 0.33
H 2.232 -1.312 -1.401 -0.235 0.054 -0.249 0.09
H 1.967 -0.573 -3.015 -0.004 -0.111 0.118 0.14
```
Forces are in eV/Å.

Lowest unoccupied orbital energy in eV: -5.89
Multiplicity: 1
Gap between HOMO and LUMO in Eh: 0.2518
E_HOMO in eV: -12.74
Charge: +2


2 unconnected molecules or ions with the total composition C6H12O in a non-equilibrium geometry, computed with ωB97M-V/def2-TZVPD.

```
19
Properties=species:S:1:pos:R:3:forces:R:3:mulliken_charge:R:1
C 1.608 -0.223 1.150 0.376 0.484 0.357 -1.00
C 0.917 0.520 0.291 -1.053 0.679 0.037 0.86
C 1.543 1.676 -0.447 0.582 -0.938 -0.942 -1.62
C -0.543 0.252 0.046 1.023 -0.356 0.780 0.88
C -1.037 0.382 -1.180 -0.359 0.630 0.324 -1.05
C -1.294 -0.261 1.253 -0.594 0.579 -0.113 -1.71
H 1.164 -0.829 1.928 -0.130 -0.493 -0.470 0.28
H 2.687 -0.115 1.197 -0.055 0.157 0.188 0.31
H 0.864 2.469 -0.748 -0.242 -0.082 0.251 0.39
H 2.000 1.294 -1.370 -0.014 0.212 -0.037 0.34
H 2.345 2.087 0.141 0.258 0.257 0.220 0.44
H -2.024 0.030 -1.450 -0.135 0.206 0.074 0.36
H -0.505 0.984 -1.902 0.201 -0.432 -0.343 0.27
H -1.175 -1.319 1.482 -0.057 -0.121 -0.155 0.40
H -2.345 0.024 1.156 -0.063 -0.524 -0.122 0.41
H -0.973 0.286 2.140 0.255 -0.054 -0.020 0.48
O -1.192 -2.759 -1.218 -0.307 -1.067 -0.068 -0.67
H -1.436 -2.091 -0.578 0.354 0.379 -0.285 0.31
H -0.607 -2.406 -1.890 -0.041 0.484 0.323 0.33
```
Forces are in eV/Å.

Lowest unoccupied orbital energy in eV: 0.86
Multiplicity: 1
Gap between HOMO and LUMO in Eh: 0.3617
E_HOMO in eV: -8.98


A gas-phase ion, C5H14N2 (charge +1) in a non-equilibrium geometry, computed with ωB97M-V/def2-TZVPD.

```
21
Properties=species:S:1:pos:R:3:forces:R:3:mulliken_charge:R:1
N 1.408 0.356 -1.277 -0.611 -0.254 -0.266 -0.35
C 0.703 0.022 -0.064 -0.427 -0.621 0.283 0.02
C -0.449 -1.041 -0.269 0.930 0.320 -0.489 0.60
C -1.704 -0.416 -0.844 0.069 0.711 -0.181 -1.53
C -0.675 -1.768 1.033 -0.130 -0.455 -0.114 -1.49
C 0.294 1.338 0.511 0.064 0.298 0.207 -0.77
N 1.525 2.086 0.584 0.100 0.049 0.411 -0.28
H 0.904 0.968 -1.915 0.154 0.280 0.179 0.29
H 1.751 -0.445 -1.803 0.413 0.070 0.120 0.34
H 1.414 -0.446 0.646 -0.078 0.158 -0.406 0.36
H -0.012 -1.753 -0.984 -0.278 -0.023 0.010 0.27
H -1.532 0.094 -1.801 0.013 -0.239 0.064 0.38
H -2.481 -1.151 -0.991 -0.122 -0.275 -0.085 0.42
H -2.114 0.348 -0.178 -0.023 -0.138 0.130 0.33
H -1.385 -2.577 0.870 -0.181 0.075 0.070 0.43
H 0.247 -2.264 1.348 -0.082 0.269 0.328 0.39
H -1.086 -1.092 1.783 0.161 -0.149 0.214 0.32
H -0.402 1.909 -0.107 -0.077 -0.203 -0.133 0.37
H -0.160 1.227 1.499 -0.118 0.005 0.082 0.35
H 2.309 1.582 0.986 0.056 0.070 -0.146 0.26
H 1.444 3.024 0.969 0.167 0.051 -0.277 0.29
```
Forces are in eV/Å.

⟨S²⟩: 0.758
Lowest unoccupied orbital energy (spin up / spin down) in eV: -2.81 / -7.88
Multiplicity: 2
Gap between HOMO and LUMO (spin up / spin down) in Eh: 0.4536 / 0.2280
E_HOMO (spin up / spin down) in eV: -15.16 / -14.08
Charge: +1


A single C5H8N2 molecule in a non-equilibrium geometry, computed with ωB97M-V/def2-TZVPD.

```
15
Properties=species:S:1:pos:R:3:forces:R:3:mulliken_charge:R:1
C 0.726 -1.655 -1.934 -0.888 -0.009 0.588 -0.01
C -0.326 -1.318 -1.140 0.805 1.600 1.360 -0.13
C 0.836 0.478 0.020 -0.881 -1.178 -0.894 0.06
C 0.818 1.648 0.938 -0.678 1.479 -1.454 -1.12
C -1.310 -0.220 0.707 -2.308 -1.367 -0.767 -1.13
N 1.500 -2.140 -2.609 2.290 -0.786 -1.793 -0.47
N -0.182 -0.336 -0.198 -0.059 2.000 0.601 0.01
H -1.238 -1.779 -1.268 -1.706 -0.762 0.114 0.40
H 1.652 0.135 -0.574 0.958 0.667 -0.266 0.43
H 0.269 1.333 1.863 1.336 1.158 -0.344 0.31
H 0.377 2.647 0.473 -0.307 -2.193 0.704 0.24
H 1.828 2.070 0.880 0.230 -0.724 1.508 0.32
H -2.269 -0.203 0.137 0.791 0.033 0.256 0.30
H -1.271 -1.156 1.212 -0.411 -0.906 0.574 0.47
H -1.412 0.496 1.493 0.827 0.990 -0.187 0.32
```
Forces are in eV/Å.

Lowest unoccupied orbital energy (spin up / spin down) in eV: 0.48 / 0.48
Multiplicity: 1
Gap between HOMO and LUMO (spin up / spin down) in Eh: 0.2825 / 0.2825
E_HOMO (spin up / spin down) in eV: -7.21 / -7.21


Question: Which formula does entry 1 have?
Answer: C33H45Cl2HfO2P3